No. 1
This record from OMol25 describes 6 unconnected molecules or ions with the total composition C6H23NO6 at a distorted geometry. The level of theory is the ωB97M-V functional and the def2-TZVPD basis.

Cartesian coordinates (Å):
C -1.8144 -0.3444 -1.9714
C -1.0327 -0.0571 -3.0022
C 0.4503 0.3855 -2.8730
C 0.8967 1.0289 -1.4745
C -0.0577 2.1397 -1.0353
N -0.5047 2.0007 0.3488
C 0.0216 2.9922 1.2854
O 1.4437 2.8394 1.5897
H -2.8511 -0.7947 -2.1555
H -1.8110 -0.1753 -0.9177
H -1.3248 -0.0474 -4.0073
H 1.1557 -0.4629 -3.0961
H 0.7268 1.1538 -3.6681
H 1.1077 0.2426 -0.7900
H 1.7976 1.4902 -1.9424
H 0.2731 3.1199 -1.3052
H -0.9201 2.1381 -1.6457
H -0.4940 1.0154 0.7204
H -0.4450 3.1662 2.3103
H -0.0080 4.0626 0.7230
H 1.9151 2.3040 0.9579
O -0.7724 -2.5421 2.3014
H -1.1488 -2.8831 3.0841
H -1.5854 -2.0143 1.9277
O 2.7760 -1.6729 -1.4729
H 3.2529 -2.0134 -2.3158
H 2.6621 -2.6134 -1.0637
O -2.9956 -0.1517 1.8182
H -3.0553 0.3790 2.6113
H -1.9850 -0.2822 1.7940
O 1.0248 -1.2879 3.7631
H 0.5857 -0.5914 4.2353
H 0.2925 -1.8976 3.3864
O 0.8076 -3.9139 0.7008
H 1.5571 -3.4594 0.2166
H 0.0591 -3.2531 0.9622

Values from the calculation:
Total energy in hartree: -748.44489
ΔE to the lowest compared entry with this formula, charge and spin in kcal/mol: 117.5
SMILES: C=CCCCNCO.O.O.O.O.O

***

No. 2
This record from OMol25 describes a molecular structure, C2I3NO3 at a distorted geometry. The level of theory is the ωB97M-V functional and the def2-TZVPD basis.

Cartesian coordinates (Å):
C -0.9083 0.1728 -0.3964
C 0.9724 -0.4942 -0.6770
N -1.6439 -0.9000 0.1395
O -1.0441 -1.3881 1.1500
O -2.4242 -1.4708 -0.5822
O -1.0614 1.2796 -0.7780
I 2.1044 1.3247 -0.8872
I 1.3683 -1.9476 0.7815
I 2.6368 3.4235 1.2498

Values from the calculation:
Total energy in hartree: -1249.47603
ΔE to the lowest compared entry with this formula, charge and spin in kcal/mol: 139.7

***

No. 3
This record from OMol25 describes 3 unconnected molecules or ions with the total composition C4H11NO2 at a distorted geometry. The level of theory is the ωB97M-V functional and the def2-TZVPD basis.

Cartesian coordinates (Å):
C 0.0099 -0.9624 1.1817
N -0.7505 -0.4948 0.2973
C -1.3176 0.8005 0.4162
C -1.6805 1.3133 1.5829
C -1.3965 1.5397 -0.8873
H 0.3535 -1.9796 1.0670
H 0.2965 -0.4784 2.1178
H -1.6012 0.7790 2.5281
H -2.2122 2.2552 1.6722
H -2.4464 1.6271 -1.1973
H -0.9819 2.5387 -0.8186
H -0.8878 0.9572 -1.6471
O 1.7232 -0.6862 -2.2183
H 1.1268 -1.2124 -2.7579
H 1.2488 0.0941 -1.9191
O 3.0308 -2.0075 0.5184
H 2.4954 -2.7538 0.2287
H 2.9898 -1.3295 -0.1647

Values from the calculation:
Total energy in hartree: -364.18835
ΔE to the lowest compared entry with this formula, charge and spin in kcal/mol: 50.1
SMILES: C=NC(=C)C.O.O

***

No. 4
This record from OMol25 describes CH3NS in the gas phase at a distorted geometry. The level of theory is the ωB97M-V functional and the def2-TZVPD basis.

Cartesian coordinates (Å):
N 0.6506 -0.3668 -0.0537
C -0.4031 0.4787 0.0126
S -2.0212 -0.0883 -0.0243
H 1.5977 -0.2142 0.0891
H 0.4182 -1.3089 -0.0399
H -0.2421 1.4996 0.0163

Values from the calculation:
Total energy in hartree: -492.82701
ΔE to the lowest compared entry with this formula, charge and spin in kcal/mol: 8.0
SMILES: NC=S